(1)
DFT (the ωB97M-V functional and the def2-TZVPD basis) results for a 2-piece molecular cluster, C2H3NO2S overall at a distorted geometry.

As for the orbital gap: 8.7 eV. The LUMO energy is -0.1 eV. Its SMILES is C=C=S.O=NO.

The geometry in XYZ format:
```
9
Properties=species:S:1:pos:R:3:forces:R:3
C 0.0883 -1.1256 1.0518 0.414 -0.975 1.665
C 0.0705 -1.2710 -0.2290 -0.545 -0.241 0.120
S 0.1439 -1.4529 -1.7524 0.056 -0.047 -1.031
H -0.6635 -1.4420 1.8171 0.559 0.647 -1.128
H 1.1398 -1.1350 1.3659 -0.302 0.392 0.375
O -1.2513 1.9471 -0.2809 0.265 0.703 0.077
N -1.6895 0.9739 -0.7042 -0.833 -0.498 -0.570
O -2.4992 1.2223 -1.8808 1.198 2.332 1.105
H -2.8125 0.3747 -2.0753 -0.812 -2.312 -0.613
```
Positions in Å, forces in eV/Å.

These are the Löwdin partial charges, in e, on atoms 1 to 6:
1 C -0.09
2 C -0.84
3 S 0.77
4 H 0.09
5 H 0.08
6 O 0.07

***

(2)
DFT (the ωB97M-V functional and the def2-TZVPD basis) results for a 2-piece molecular cluster, C2H3NO2S overall at a distorted geometry.

As for the orbital gap (alpha / beta): 9.1 / 6.6 eV. The LUMO energy (alpha / beta) is -0.4 / -2.2 eV.

The geometry in XYZ format:
```
9
Properties=species:S:1:pos:R:3:forces:R:3
C -1.9119 1.0866 0.1581 0.903 -2.005 1.886
C -1.0943 0.0034 0.0797 1.201 0.114 -0.956
N 2.5363 -1.2164 -0.2023 -2.073 -2.097 -1.368
O 2.6382 -1.0240 0.9462 1.296 1.080 0.794
O 2.9940 -1.0030 -1.2716 1.302 0.806 0.660
S 0.1308 -0.0503 -1.1742 -1.474 -0.045 0.726
H -2.3354 1.1271 1.1636 -0.733 0.776 -0.585
H -1.9140 1.8258 -0.5936 -0.281 0.795 -0.502
H -1.0438 -0.7492 0.8942 -0.141 0.576 -0.655
```
Positions in Å, forces in eV/Å.

These are the Löwdin partial charges, in e, on atoms 1 to 6:
1 C -0.05
2 C -0.63
3 N -0.33
4 O 0.10
5 O 0.05
6 S 0.70

***

(3)
DFT (the ωB97M-V functional and the def2-TZVPD basis) results for a 2-piece molecular cluster, C2H3NO2S overall at a distorted geometry.

As for the orbital gap (alpha / beta): 8.2 / 8.2 eV. The LUMO energy (alpha / beta) is -0.9 / -0.9 eV.

The geometry in XYZ format:
```
9
Properties=species:S:1:pos:R:3:forces:R:3
C 1.4565 -0.1416 -0.8415 2.894 2.979 -2.573
C 0.3590 -0.4169 0.0425 1.647 -1.289 -0.497
N 3.1858 0.9114 0.5891 -2.198 -2.444 -1.431
O 1.8271 -0.0186 -1.9369 -0.865 -0.788 2.353
O 4.5664 -0.4749 2.0437 -0.044 -1.168 -0.037
S 3.5052 -0.5053 1.0383 0.930 2.554 0.660
H -0.0061 0.4846 0.4379 -0.284 1.101 0.887
H 0.8975 -1.0770 0.7209 -0.987 -0.173 0.799
H -0.3319 -0.8884 -0.6108 -1.094 -0.773 -0.161
```
Positions in Å, forces in eV/Å.

These are the Löwdin partial charges, in e, on atoms 1 to 6:
1 C -0.23
2 C 0.00
3 N -0.33
4 O 0.22
5 O -0.57
6 S 0.63

***

(4)
DFT (the ωB97M-V functional and the def2-TZVPD basis) results for C2H3NO2S in the gas phase at a distorted geometry.

As for the orbital gap (alpha / beta): 8.2 / 8.9 eV. The LUMO energy (alpha / beta) is -0.4 / -0.5 eV.

The geometry in XYZ format:
```
9
Properties=species:S:1:pos:R:3:forces:R:3
C 1.5187 -0.7428 0.4478 0.751 0.656 -0.834
C 0.0439 -0.1327 0.4438 0.976 -1.819 -1.202
N 0.2500 0.9160 -0.3778 0.268 2.234 0.875
O 3.3032 1.2410 -0.2470 0.492 0.957 -0.243
O 2.0816 -1.0295 -0.7357 0.564 -0.609 0.411
S 3.2533 -0.1066 0.2230 -1.959 -0.999 0.137
H -0.5479 -0.9098 0.0120 -0.581 -1.012 -0.121
H -0.2159 0.0066 1.4288 -0.634 0.890 2.182
H 0.3082 0.5677 -1.3045 0.123 -0.299 -1.205
```
Positions in Å, forces in eV/Å.

These are the Löwdin partial charges, in e, on atoms 1 to 6:
1 C -0.28
2 C -0.33
3 N 0.10
4 O -0.47
5 O -0.28
6 S 1.03

***

(5)
DFT (the ωB97M-V functional and the def2-TZVPD basis) results for C2H3NO2S in the gas phase at a distorted geometry.

As for the expectation value of S²: 2.01. As for the multiplicity: 3. As for the orbital gap (alpha / beta): 6.9 / 6.5 eV. The LUMO energy (alpha / beta) is 0.5 / -4.0 eV.

The geometry in XYZ format:
```
9
Properties=species:S:1:pos:R:3:forces:R:3
C -2.1816 -0.7784 -0.0993 -2.460 -0.955 0.157
C 1.4658 0.0420 0.2322 1.004 -0.816 -1.637
N -3.2862 -1.0915 0.0397 -0.636 0.309 0.167
O -0.9847 -0.5966 -0.3070 0.245 -3.404 1.482
O -0.3667 1.9091 -0.0716 -1.870 3.878 2.208
S 0.0538 0.7358 -0.7454 4.065 0.647 -3.130
H 1.6722 0.2613 1.2734 -1.019 0.564 0.156
H 2.1762 0.5755 -0.4221 0.522 -0.895 0.797
H 1.4512 -1.0572 0.1001 0.148 0.671 -0.200
```
Positions in Å, forces in eV/Å.

These are the Löwdin partial charges, in e, on atoms 1 to 6:
1 C -0.48
2 C -0.16
3 N 0.15
4 O -0.24
5 O -0.36
6 S 0.92

***

(6)
DFT (the ωB97M-V functional and the def2-TZVPD basis) results for a 2-piece molecular cluster, C2H3NO3 overall at a distorted geometry.

As for the orbital gap (alpha / beta): 9.8 / 6.1 eV. The LUMO energy (alpha / beta) is 0.2 / -1.5 eV.

The geometry in XYZ format:
```
9
Properties=species:S:1:pos:R:3:forces:R:3
C -0.2701 -0.0936 0.4273 1.336 -0.578 -0.905
C 0.5409 0.6345 -0.4690 1.506 -0.268 -0.208
N 3.1656 -0.1362 -0.0545 -0.604 -0.147 0.350
O 4.0269 0.6615 -0.3008 -0.173 -0.126 -0.077
O 3.2350 -1.1249 0.6403 -0.070 0.425 -0.343
O 0.2676 1.2472 0.6398 -0.946 1.252 1.107
H -1.2676 -0.3087 0.1820 -1.450 0.328 0.279
H 0.3275 -0.7836 0.9417 0.134 -1.269 1.125
H 0.9975 0.9800 -1.3367 0.265 0.382 -1.328
```
Positions in Å, forces in eV/Å.

These are the Löwdin partial charges, in e, on atoms 1 to 6:
1 C -0.04
2 C -0.09
3 N -0.27
4 O 0.03
5 O 0.01
6 O 0.06

***

E list, top to bottom, in Ha: -681.272818 -681.221555 -681.292681 -681.225729 -681.180705 -358.222630
Energy relative to the best compared isomer or geometry (same formula, charge and spin) list, top to bottom, in eV: 5.075 6.470 4.534 6.356 3.206 8.355